# 1
DFT (wB97M-V/def2-TZVPD) results for a single C4H6N2OS molecule at a distorted geometry.

The geometry in XYZ format:
```
14
Properties=species:S:1:pos:R:3:forces:R:3
C -1.0025 1.2846 0.1608 0.0 4.2 3.7
C -1.0984 0.7944 -1.2260 0.5 1.3 -2.8
C -0.3755 -1.0958 -0.4140 0.4 -3.1 -0.1
C 0.2974 1.0439 -0.4981 0.7 -3.3 -1.5
H -2.2844 -0.2415 0.7108 2.1 2.0 0.5
H -0.6411 2.3956 0.7070 -2.9 -2.6 -1.9
H -1.3765 1.3217 -2.2820 0.3 -1.2 3.1
H -0.3662 -2.1768 0.0150 0.2 2.1 -0.8
H 2.9723 -0.5483 0.0778 0.2 -0.1 -0.3
H 1.2093 1.5455 -0.8272 -1.1 1.4 0.4
N -1.3809 -0.6464 -1.0672 0.9 0.7 -1.1
N 0.7271 -0.2841 -0.2500 -0.9 -1.9 -0.4
O -1.5374 0.3533 1.1071 -0.7 0.6 0.4
S 1.9023 -0.6732 0.8641 0.3 0.0 0.9
```
Forces are in eV/Å.

The multiplicity is 1. As for the total charge: 0. Its total energy is -738.7861 Eh. The largest force on an atom is 5.58 eV Å⁻¹. The frontier orbital gap comes out at 9.1093 eV. The calculation puts the energy above the lowest of the compared OMol25 structures with the same formula, charge and spin at 137.1 kcal per mole. The value obtained for the HOMO energy is -8.5 eV. Its SMILES is O[C@@H]1[C@@H]2N=CN(S)[C@H]12.

# 2
DFT (wB97M-V/def2-TZVPD) results for a molecular structure, C14H22CdO5P at a distorted geometry.

The geometry in XYZ format:
```
43
Properties=species:S:1:pos:R:3:forces:R:3
O -2.7097 -2.7639 -1.0806 1.5 0.4 -0.4
C -1.6744 -2.3572 -1.2962 -7.1 -2.7 1.2
Cd 0.1328 -1.6149 -1.6282 -0.1 1.4 1.4
C 1.9619 -1.1289 -2.2315 7.0 2.0 -1.8
O 3.0046 -0.8034 -2.5299 -1.5 -0.6 0.2
C 0.3272 -3.2587 -3.2894 -4.9 1.0 3.1
O 1.2912 -3.4314 -3.8729 4.9 -1.5 -3.5
C -0.5977 -0.6541 -3.2235 -2.9 4.3 -4.7
O -1.0397 -0.0385 -4.0669 0.6 -1.1 0.4
C 0.9194 -3.1115 -0.5898 3.0 -4.5 4.6
O 1.3461 -3.9252 0.0727 -0.5 0.2 -1.1
H -0.6514 -3.8123 -3.3926 0.1 -0.8 -0.9
C -1.8377 -1.1877 1.8564 0.0 0.1 0.1
C -1.5768 0.1917 1.2267 0.0 0.1 0.3
C -1.6296 1.2368 2.3626 -0.1 0.1 -0.1
P -0.0821 0.1977 0.1171 -0.6 0.5 0.9
C -0.4162 1.6515 -1.0477 0.3 0.2 0.5
C -0.9036 2.9189 -0.3511 0.3 0.2 -0.3
C 0.8184 1.9819 -1.8933 -0.2 0.1 0.0
C 1.5026 0.1718 1.1459 -0.3 0.4 -0.2
C 1.7517 1.4978 1.8449 0.3 0.0 0.5
C 1.5638 -1.0025 2.1546 -0.1 0.5 -0.2
H -1.1242 -1.4178 2.6561 -0.2 0.1 -0.2
H -1.8045 -1.9923 1.1260 0.0 -0.1 0.1
H -2.8380 -1.1815 2.3043 0.2 -0.1 -0.1
H -2.4047 0.3868 0.5215 0.2 0.0 0.1
H -0.9324 0.9723 3.1633 -0.1 0.0 -0.1
H -1.4409 2.2721 2.0610 0.1 -0.4 0.0
H -2.6360 1.2107 2.7932 0.1 0.0 0.0
H -1.2515 1.3238 -1.7094 0.5 -0.2 0.5
H -0.1679 3.2626 0.3873 -0.4 0.0 -0.1
H -1.0117 3.7045 -1.1049 0.0 0.0 0.1
H -1.8840 2.7763 0.0823 -0.1 0.0 0.3
H 1.1352 1.1612 -2.5373 0.1 0.1 0.1
H 0.5825 2.8258 -2.5524 0.1 -0.1 0.1
H 1.6524 2.2706 -1.2436 0.0 0.0 -0.2
H 2.3119 0.0165 0.4142 -0.2 0.0 0.0
H 0.9888 1.7202 2.6053 0.2 -0.1 -0.3
H 2.7164 1.4466 2.3635 -0.1 0.1 -0.1
H 1.7956 2.3107 1.1290 0.0 0.2 0.0
H 1.3779 -1.9675 1.6828 -0.1 0.1 0.2
H 2.5712 -1.0230 2.5890 -0.2 0.0 -0.1
H 0.8631 -0.8368 2.9817 0.1 -0.1 -0.2
```
Forces are in eV/Å.

The multiplicity is 1. As for the total charge: +1. Its total energy is -1431.4095 Eh. The largest force on an atom is 7.68 eV Å⁻¹. The frontier orbital gap comes out at 5.5153 eV. The calculation puts the energy above the lowest of the compared OMol25 structures with the same formula, charge and spin at 89.3 kcal per mole. The value obtained for the HOMO energy is -9.5 eV.